(1)
Formula: C10H35KMnO10
Source: the Open Molecules 2025 dataset
Level of theory: ωB97M-V/def2-TZVPD

## Properties
**Kohn-Sham gap (alpha / beta)**: 6.51 / 2.47 eV
**Spin multiplicity**: 7
**Expectation value of S²**: 12.009
**Charge**: +3

Each line ends with the natural charge from an NBO analysis.
Element x y z (Å)
Mn 0.149 -3.349 1.372  1.74
K 3.943 -1.157 1.771  0.98
C -0.216 0.805 0.627  -0.72
C 0.069 -0.712 0.656  0.81
O 1.047 -1.240 1.235  -0.85
O -0.741 -1.509 0.171  -0.80
H -1.274 0.963 0.835  0.23
H 0.046 1.367 -0.269  0.25
H 0.368 1.221 1.447  0.25
C 0.839 -1.288 -3.004  -0.28
O 1.735 -2.245 -2.520  -0.77
H -0.169 -1.566 -2.698  0.21
H 1.055 -0.246 -2.765  0.16
H 0.886 -1.270 -4.093  0.21
H 2.561 -2.113 -2.991  0.51
C 3.527 0.767 -1.294  -0.26
O 3.535 -0.617 -1.008  -0.78
H 4.276 1.293 -0.701  0.20
H 3.657 1.016 -2.347  0.19
H 2.604 1.288 -1.043  0.15
H 2.798 -1.116 -1.368  0.49
C -0.404 4.199 -2.519  -0.29
O 0.469 4.997 -1.773  -0.37
H -0.137 3.161 -2.321  0.19
H -1.444 4.248 -2.194  0.26
H -0.290 4.346 -3.593  0.27
H 0.337 5.938 -1.908  0.52
C -4.169 1.634 -0.441  -0.29
O -4.388 2.434 0.780  -0.47
H -3.175 1.189 -0.499  0.20
H -4.798 0.747 -0.511  0.24
H -4.423 2.149 -1.367  0.23
H -4.234 1.861 1.535  0.49
C -0.680 0.776 4.136  -0.24
O 0.521 1.074 4.790  -0.74
H -1.530 0.663 4.808  0.20
H -0.824 1.625 3.468  0.16
H -0.601 -0.110 3.506  0.15
H 0.453 1.926 5.227  0.50
C 0.316 -5.171 -1.350  -0.27
O 0.523 -3.955 -0.620  -0.86
H 1.240 -5.742 -1.436  0.21
H -0.471 -5.761 -0.879  0.20
H -0.079 -4.917 -2.334  0.22
H 0.799 -3.323 -1.288  0.55
C 3.341 1.928 3.716  -0.27
O 2.739 0.864 3.048  -0.80
H 4.358 2.139 3.384  0.20
H 2.811 2.879 3.655  0.17
H 3.298 1.707 4.782  0.19
H 1.852 0.828 3.412  0.50
C -4.021 -2.545 -1.196  -0.25
O -2.795 -2.137 -1.777  -0.73
H -4.658 -2.982 -1.965  0.21
H -3.845 -3.330 -0.461  0.16
H -4.574 -1.701 -0.783  0.15
H -2.213 -1.928 -1.042  0.47

---

(2)
Formula: H4S2
Source: the Open Molecules 2025 dataset
Level of theory: ωB97M-V/def2-TZVPD

## Properties
**Kohn-Sham gap**: 9.88 eV
**Spin multiplicity**: 1
**Relative energy (zero: lowest compared OMol25 entry of this formula, charge and spin)**: 80.41 kJ/mol

Each line ends with the natural charge from an NBO analysis.
Element x y z (Å)
S -0.269 -1.136 0.940  -0.33
H 0.391 -0.813 -0.188  0.16
H -1.267 -1.719 0.250  0.15
S 0.218 1.102 -0.922  -0.29
H 1.321 1.615 -0.347  0.15
H -0.395 0.951 0.266  0.16

---

spin multiplicity of number 2 (H4S2)?
1

---

Which of these has the highest spin multiplicity?
C10H35KMnO10

---

What is the formula in the second record?
H4S2